The following is a DFT calculation (ωB97M-V with the def2-TZVPD basis set) of a structure of composition C50H44BrFeGeN4O8S2.

- LUMO (spin up / spin down) (hartree) = 0.1391 / 0.1391
- net charge = -2
- E_HOMO (spin up / spin down) (eV) = -3.2 / -3.2
- ΔE to the lowest compared entry with this formula, charge and spin (kcal per mole) = 0.0
- HOMO-LUMO gap (spin up / spin down) (Eh) = 0.256 / 0.256
- multiplicity = 2

```
111
C50H44BrFeGeN4O8S2, DFT ωB97M-V with the def2-TZVPD basis set
Fe -2.85 -0.23 -0.18
S 0.76 0.36 3.42
C 1.57 -0.88 2.52
C 2.82 -1.46 2.72
C 3.29 -2.36 1.78
C 2.52 -2.68 0.65
C 1.26 -2.13 0.47
C 0.76 -1.26 1.44
N -0.48 -0.68 1.41
C -0.63 0.21 2.32
C -1.82 1.05 2.43
C -1.95 1.86 3.56
C -3.06 2.64 3.75
C -4.06 2.60 2.79
C -3.92 1.82 1.65
C -2.80 1.02 1.41
H 3.43 -1.18 3.57
H 4.27 -2.81 1.90
H 2.92 -3.34 -0.11
H 0.67 -2.34 -0.41
H -1.16 1.86 4.31
H -3.16 3.27 4.63
H -4.96 3.20 2.91
H -4.72 1.82 0.92
C 2.29 -5.49 -1.84
C 1.08 -4.62 -2.03
C 1.17 -3.40 -2.70
C 0.04 -2.63 -2.94
C -1.20 -3.07 -2.51
C -1.30 -4.27 -1.81
C -0.17 -5.04 -1.58
S -2.70 -2.15 -2.89
O -2.25 -1.05 -3.70
O -3.54 -3.14 -3.55
N -3.32 -1.74 -1.50
C -4.56 -2.37 -1.12
C -5.33 -1.49 -0.14
O -6.44 -1.84 0.24
O -4.71 -0.44 0.28
H 3.21 -4.90 -1.86
H 2.36 -6.24 -2.63
H 2.25 -6.03 -0.89
H 2.14 -3.05 -3.04
H 0.10 -1.68 -3.46
H -2.27 -4.61 -1.48
H -0.26 -5.98 -1.04
H -4.40 -3.33 -0.60
H -5.21 -2.59 -1.97
O 0.94 -7.13 1.21
C 1.24 -5.90 1.84
N 0.18 -4.94 1.73
C -0.98 -5.16 2.38
O -1.14 -6.20 3.03
C -2.03 -4.11 2.32
C -3.03 -4.13 3.29
C -3.96 -3.11 3.32
C -3.86 -2.09 2.38
N -2.92 -2.08 1.43
C -2.04 -3.07 1.40
H 0.17 -7.47 1.68
H 2.12 -5.49 1.36
H 1.44 -6.08 2.90
H 0.30 -4.14 1.14
H -3.05 -4.94 4.00
H -4.75 -3.08 4.05
H -4.55 -1.25 2.35
H -1.33 -3.01 0.58
Br -3.42 1.69 -1.58
O 0.08 1.56 -0.32
C -0.31 0.81 -1.23
O -1.11 -0.18 -1.10
C 0.18 1.08 -2.64
C 0.33 2.58 -2.85
Ge 1.31 3.47 -1.40
C 2.20 5.01 -2.37
C 3.44 5.51 -1.99
C 4.01 6.61 -2.62
C 3.34 7.24 -3.66
C 2.10 6.75 -4.06
C 1.54 5.65 -3.41
C 2.88 2.49 -0.75
C 3.95 2.23 -1.61
C 5.07 1.55 -1.16
C 5.15 1.14 0.16
C 4.10 1.39 1.02
C 2.96 2.05 0.56
C 0.37 4.45 0.02
C -0.99 4.26 0.27
C -1.61 4.98 1.28
C -0.89 5.87 2.06
C 0.46 6.07 1.82
C 1.08 5.36 0.79
H -0.54 0.64 -3.33
H 1.14 0.58 -2.76
H -0.66 3.04 -2.94
H 0.87 2.79 -3.78
H 3.99 5.03 -1.18
H 4.98 6.98 -2.30
H 3.77 8.09 -4.16
H 1.56 7.23 -4.87
H 0.57 5.29 -3.74
H 3.91 2.58 -2.64
H 5.89 1.35 -1.85
H 6.03 0.61 0.51
H 4.15 1.06 2.05
H 2.12 2.21 1.23
H -1.56 3.54 -0.30
H -2.67 4.81 1.47
H -1.38 6.42 2.86
H 1.03 6.76 2.42
H 2.13 5.53 0.60
```